Entry 1:
{
  "formula": "C5H12N2O",
  "method": "the ωB97M-V functional and the def2-TZVPD basis",
  "e_above_lowest_ev": 3.695,
  "e_tot_ev": -10404.72918,
  "gap_ev": 9.055,
  "homo_ev": -8.1,
  "lumo_energy_ev": 0.93,
  "elements": ["C", "C", "C", "C", "H", "H", "H", "H", "H", "H", "H", "H", "N", "C", "O", "N", "H", "H", "H", "H"],
  "positions_angstrom": [[0.699, -0.858, -1.439], [0.710, -1.773, 0.906], [0.434, -0.570, 0.024], [0.948, 0.751, 0.526], [0.124, -1.720, -1.770], [1.761, -1.069, -1.570], [0.432, -0.006, -2.060], [0.137, -2.633, 0.569], [1.772, -2.018, 0.865], [0.448, -1.558, 1.940], [1.480, 0.719, 1.473], [1.471, 1.369, -0.198], [-1.185, 2.290, 0.071], [-0.692, 1.154, 0.740], [-1.907, -0.081, -0.929], [-1.124, -0.136, 0.269], [-2.763, -0.441, -0.669], [-1.139, 2.186, -0.935], [-0.744, 3.149, 0.372], [-0.862, 1.244, 1.816]],
  "lowdin_charge": [-0.045, -0.046, -0.500, -0.040, 0.082, 0.089, 0.078, 0.081, 0.084, 0.080, 0.092, 0.097, 0.057, -0.365, -0.060, -0.066, 0.097, 0.075, 0.082, 0.126]
}

---

Entry 2:
{
  "formula": "C11H31ClHoIOP2",
  "method": "the ωB97M-V functional and the def2-TZVPD basis",
  "e_tot_ev": -78944.22241,
  "gap_ev": [8.313, 8.386],
  "spin_multiplicity": 5,
  "homo_ev": [-15.5, -15.5],
  "total_charge": 2,
  "lumo_energy_ev": [-7.19, -7.16],
  "elements": ["C", "I", "H", "H", "H", "Ho", "P", "C", "C", "H", "H", "H", "H", "H", "H", "C", "H", "H", "H", "P", "C", "C", "H", "H", "H", "C", "H", "H", "H", "H", "H", "H", "Cl", "C", "C", "O", "C", "C", "H", "H", "H", "H", "H", "H", "H", "H", "H", "H"],
  "positions_angstrom": [[-0.108, 0.915, -3.794], [0.905, 1.923, -2.058], [-0.693, 0.051, -3.495], [0.716, 0.655, -4.457], [-0.719, 1.714, -4.218], [0.234, 0.154, 0.093], [1.883, -1.918, -0.966], [3.629, -1.613, -1.439], [2.088, -3.379, 0.130], [2.737, -4.125, -0.351], [1.891, -3.555, -2.769], [1.102, -3.812, 0.339], [0.225, -3.110, -2.269], [4.155, -1.127, -0.606], [2.532, -3.067, 1.084], [1.232, -2.725, -2.477], [4.130, -2.561, -1.683], [1.166, -1.993, -3.294], [3.658, -0.939, -2.306], [-2.121, 1.776, 0.488], [-2.064, 3.608, 0.612], [-3.435, 1.551, -0.773], [-3.359, 0.316, 1.983], [-3.927, 2.021, 2.116], [-2.402, 1.496, 2.902], [-3.047, 1.368, 2.022], [-3.679, 0.483, -0.844], [-4.333, 2.118, -0.488], [-3.049, 3.999, 0.908], [-1.770, 4.033, -0.356], [-3.077, 1.892, -1.754], [-1.318, 3.905, 1.360], [-1.218, -1.711, 0.898], [3.633, 0.847, 2.848], [2.501, -0.010, 2.317], [1.335, 0.763, 1.876], [0.876, 1.768, 2.868], [0.522, 1.124, 4.187], [3.891, 1.673, 2.170], [4.498, 0.188, 2.940], [3.410, 1.250, 3.845], [2.836, -0.581, 1.433], [2.131, -0.716, 3.071], [1.693, 2.486, 2.972], [0.017, 2.269, 2.401], [1.421, 0.752, 4.688], [0.086, 1.894, 4.831], [-0.204, 0.306, 4.089]],
  "lowdin_charge": [-0.339, 0.872, 0.016, 0.019, 0.021, 0.687, 0.660, -0.260, -0.258, 0.068, 0.071, 0.043, 0.056, 0.042, 0.045, -0.256, 0.068, 0.036, 0.049, 0.655, -0.263, -0.257, 0.041, 0.068, 0.040, -0.259, 0.053, 0.070, 0.068, 0.046, 0.043, 0.040, -0.089, -0.041, -0.220, -0.425, -0.191, -0.042, 0.104, 0.104, 0.090, 0.084, 0.138, 0.129, 0.084, 0.084, 0.108, 0.099]
}

---

Entry 3:
{
  "formula": "C10H35BrN13O7Y",
  "method": "the ωB97M-V functional and the def2-TZVPD basis",
  "e_above_lowest_ev": 4.007,
  "e_tot_ev": -115724.57045,
  "gap_ev": 7.903,
  "homo_ev": -12.5,
  "total_charge": 2,
  "lumo_energy_ev": -4.56,
  "elements": ["Y", "Br", "C", "O", "N", "N", "H", "H", "H", "H", "C", "O", "N", "N", "H", "H", "H", "H", "C", "O", "N", "N", "H", "H", "H", "H", "C", "O", "N", "N", "H", "H", "H", "H", "C", "O", "N", "N", "H", "H", "H", "H", "C", "O", "N", "N", "H", "H", "H", "H", "C", "C", "C", "O", "C", "N", "H", "H", "H", "H", "H", "H", "H", "H", "H", "H", "H"],
  "positions_angstrom": [[10.872, -8.069, -6.778], [10.686, -7.317, -4.063], [11.406, -7.024, -10.075], [11.360, -7.379, -8.911], [12.494, -6.501, -10.611], [10.478, -7.350, -10.946], [12.544, -6.108, -11.540], [13.365, -6.564, -10.103], [9.893, -8.015, -10.460], [10.907, -7.818, -11.731], [7.996, -9.785, -5.612], [8.847, -9.155, -6.224], [7.459, -10.914, -6.021], [7.518, -9.498, -4.418], [6.794, -11.325, -5.382], [7.633, -11.328, -6.926], [6.637, -9.901, -4.133], [7.711, -8.518, -4.267], [8.245, -5.666, -7.089], [9.115, -6.516, -6.971], [7.930, -5.141, -8.215], [7.653, -4.968, -6.165], [8.132, -5.575, -9.104], [7.345, -4.318, -8.229], [7.427, -5.223, -5.214], [7.182, -4.152, -6.530], [12.102, -4.802, -6.590], [11.616, -5.911, -6.773], [13.358, -4.546, -6.532], [11.501, -3.665, -6.396], [13.880, -5.226, -7.065], [13.617, -3.571, -6.484], [12.055, -2.831, -6.529], [10.585, -3.569, -5.983], [11.729, -11.245, -5.392], [11.506, -10.069, -5.680], [10.843, -12.114, -4.943], [12.897, -11.804, -5.650], [11.277, -12.989, -4.685], [9.883, -11.900, -4.713], [13.651, -11.185, -5.913], [13.097, -12.760, -5.395], [10.543, -10.828, -8.979], [10.782, -9.922, -8.191], [10.728, -12.099, -8.818], [10.179, -10.669, -10.235], [11.183, -12.508, -8.014], [10.344, -12.656, -9.568], [10.277, -11.424, -10.900], [9.719, -9.825, -10.543], [14.736, -8.836, -5.162], [14.212, -7.856, -6.240], [15.380, -7.397, -7.072], [14.802, -6.469, -7.944], [15.639, -5.904, -8.943], [13.242, -8.491, -7.153], [15.555, -8.324, -4.657], [15.190, -9.789, -5.434], [13.921, -9.117, -4.495], [13.718, -6.984, -5.812], [15.755, -8.169, -7.744], [16.180, -6.897, -6.527], [16.550, -6.457, -9.176], [15.855, -4.932, -8.500], [15.234, -5.876, -9.955], [13.566, -9.439, -7.273], [13.602, -8.113, -8.017]],
  "lowdin_charge": [1.296, -0.069, -0.664, -0.061, 0.220, 0.188, 0.135, 0.087, 0.088, 0.129, -0.703, -0.091, 0.184, 0.197, 0.121, 0.126, 0.126, 0.101, -0.707, -0.087, 0.188, 0.199, 0.132, 0.126, 0.137, 0.118, -0.695, -0.126, 0.207, 0.201, 0.078, 0.133, 0.122, 0.129, -0.674, -0.128, 0.212, 0.195, 0.120, 0.122, 0.089, 0.126, -0.671, -0.046, 0.209, 0.182, 0.125, 0.128, 0.129, 0.101, -0.026, -0.367, -0.178, -0.277, -0.054, 0.006, 0.092, 0.077, 0.078, 0.120, 0.144, 0.151, 0.103, 0.107, 0.079, 0.089, 0.071]
}

---

Entry 4:
{
  "formula": "C2H3NO2S",
  "method": "the ωB97M-V functional and the def2-TZVPD basis",
  "e_above_lowest_ev": 0.736,
  "e_tot_ev": -18542.71697,
  "gap_ev": 10.413,
  "homo_ev": -9.9,
  "lumo_energy_ev": 0.47,
  "elements": ["C", "C", "N", "O", "O", "S", "H", "H", "H"],
  "positions_angstrom": [[-1.371, 0.177, -0.189], [1.759, -1.080, 0.607], [-1.227, 0.946, 0.794], [1.191, -2.007, 0.979], [2.481, -0.239, 0.294], [-0.660, 0.172, -1.797], [-1.833, -0.749, -0.104], [-0.555, 1.747, 0.692], [0.215, 1.033, -1.277]],
  "lowdin_charge": [-0.703, -0.457, 0.035, 0.213, 0.198, 0.765, 0.024, 0.064, -0.139]
}

---

Q: Which formula does entry 4 have?
A: C2H3NO2S